{"formula": "C19H31N5O3", "method": "ωB97M-V/def2-TZVPD", "e_above_lowest_ev": 1.8478, "orbital_gap_ev": 9.78, "fmax_ev_per_a": 0.3, "molar_mass_g_mol": 377.489, "smiles": "C[C@@H]1CCOC[C@H]1C(=O)N(C)CCCCC(=O)N1CCc2c(nnn2C)C1", "elements": ["C", "C", "C", "C", "O", "C", "C", "C", "O", "N", "C", "C", "C", "C", "C", "C", "O", "N", "C", "C", "C", "C", "N", "N", "N", "C", "C", "H", "H", "H", "H", "H", "H", "H", "H", "H", "H", "H", "H", "H", "H", "H", "H", "H", "H", "H", "H", "H", "H", "H", "H", "H", "H", "H", "H", "H", "H", "H"], "coordinates": [[-4.587, 0.128, 1.723], [-4.153, -1.331, 1.758], [-3.751, -1.768, 3.165], [-3.220, -3.190, 3.166], [-2.120, -3.335, 2.279], [-2.494, -3.037, 0.952], [-2.979, -1.590, 0.806], [-3.398, -1.371, -0.640], [-4.498, -1.742, -1.020], [-2.491, -0.801, -1.484], [-2.865, -0.566, -2.869], [-1.169, -0.354, -1.081], [-1.137, 1.086, -0.575], [0.289, 1.530, -0.220], [0.675, 2.871, -0.853], [2.085, 3.244, -0.453], [2.294, 3.892, 0.558], [3.120, 2.798, -1.237], [4.473, 2.982, -0.719], [4.889, 1.791, 0.160], [4.520, 0.563, -0.603], [3.690, 0.529, -1.690], [3.590, -0.752, -2.126], [4.334, -1.502, -1.373], [4.891, -0.724, -0.432], [5.781, -1.298, 0.555], [2.999, 1.737, -2.236], [-3.770, 0.781, 2.046], [-4.892, 0.427, 0.720], [-5.430, 0.299, 2.395], [-4.983, -1.956, 1.414], [-2.974, -1.098, 3.550], [-4.609, -1.696, 3.838], [-2.856, -3.483, 4.150], [-4.017, -3.887, 2.870], [-1.614, -3.221, 0.333], [-3.298, -3.707, 0.617], [-2.156, -0.933, 1.100], [-3.880, -0.919, -3.012], [-2.817, 0.500, -3.108], [-2.193, -1.104, -3.541], [-0.754, -1.029, -0.332], [-0.521, -0.444, -1.958], [-1.547, 1.735, -1.354], [-1.805, 1.183, 0.284], [0.418, 1.607, 0.861], [0.996, 0.760, -0.552], [0.544, 2.831, -1.935], [0.033, 3.662, -0.466], [5.149, 3.060, -1.573], [4.494, 3.906, -0.149], [5.959, 1.833, 0.374], [4.354, 1.841, 1.112], [5.861, -0.612, 1.395], [5.363, -2.242, 0.895], [6.768, -1.471, 0.130], [1.954, 1.521, -2.434], [3.454, 2.061, -3.177]], "lowdin_charge": [-0.05, -0.34, -0.14, -0.20, -0.12, -0.16, -0.19, -0.43, 0.06, -0.09, -0.03, -0.17, -0.16, -0.17, -0.11, -0.45, 0.06, -0.04, -0.13, -0.08, -0.18, -0.23, 0.05, 0.03, -0.14, 0.00, -0.08, 0.08, 0.08, 0.08, 0.15, 0.13, 0.12, 0.12, 0.13, 0.13, 0.14, 0.13, 0.08, 0.09, 0.09, 0.12, 0.13, 0.11, 0.11, 0.13, 0.10, 0.11, 0.13, 0.13, 0.12, 0.12, 0.13, 0.09, 0.09, 0.09, 0.11, 0.13]}

---

{"formula": "C19H31N6O2S", "method": "ωB97M-V/def2-TZVPD", "orbital_gap_ev": 8.66, "fmax_ev_per_a": 1.6, "total_charge": 1, "molar_mass_g_mol": 407.564, "smiles": "CCC[C@@H](c1nnnn1CS(=O)(=O)c1ccc(C)cc1)[NH+]1CCN(CC)CC1", "elements": ["C", "H", "C", "H", "C", "H", "H", "C", "C", "N", "N", "N", "N", "C", "H", "H", "S", "O", "O", "C", "C", "C", "C", "C", "C", "H", "H", "C", "H", "H", "H", "H", "H", "H", "N", "C", "C", "N", "C", "C", "H", "H", "H", "H", "C", "C", "H", "H", "H", "H", "H", "H", "H", "H", "H", "H", "H", "H", "H"], "coordinates": [[-2.007, 2.361, 4.148], [-2.957, 2.477, 4.661], [-2.251, 2.124, 2.662], [-2.908, 2.908, 2.283], [-0.963, 2.157, 1.826], [-1.202, 2.108, 0.762], [-0.479, 3.116, 2.016], [0.000, 1.035, 2.215], [-0.608, -0.329, 2.193], [-0.253, -1.257, 3.052], [-0.914, -2.356, 2.734], [-1.652, -2.169, 1.733], [-1.513, -0.893, 1.339], [-2.139, -0.448, 0.151], [-2.698, 0.477, 0.277], [-2.780, -1.250, -0.211], [-0.810, -0.126, -1.131], [0.400, -0.692, -0.547], [-0.758, 1.301, -1.307], [-1.269, -0.982, -2.608], [-1.796, -0.269, -3.669], [-2.180, -0.959, -4.803], [-2.046, -2.345, -4.877], [-1.511, -3.032, -3.787], [-1.122, -2.357, -2.646], [-0.698, -2.877, -1.801], [-1.400, -4.104, -3.836], [-2.446, -3.080, -6.111], [-1.593, -3.146, -6.787], [-2.765, -4.092, -5.879], [-3.245, -2.562, -6.634], [-2.589, -0.418, -5.642], [-1.885, 0.803, -3.595], [0.324, 1.202, 3.249], [1.256, 0.966, 1.384], [2.345, 0.295, 2.132], [3.508, 0.009, 1.167], [4.004, 1.188, 0.514], [2.949, 1.945, -0.093], [1.757, 2.246, 0.841], [2.049, 2.889, 1.672], [0.976, 2.724, 0.251], [3.346, 2.886, -0.474], [2.557, 1.371, -0.944], [5.132, 1.889, 1.089], [4.902, 2.665, 2.389], [4.156, 3.446, 2.262], [5.833, 3.143, 2.679], [4.604, 2.006, 3.201], [5.914, 1.144, 1.255], [5.496, 2.580, 0.324], [4.317, -0.476, 1.711], [3.145, -0.686, 0.399], [2.660, 0.957, 2.941], [1.969, -0.636, 2.559], [1.049, 0.354, 0.551], [-2.772, 1.172, 2.539], [-1.428, 3.268, 4.304], [-1.485, 1.525, 4.607]], "lowdin_charge": [-0.09, 0.08, -0.24, 0.12, -0.15, 0.09, 0.13, -0.17, -0.26, 0.10, 0.00, 0.08, -0.10, -0.11, 0.12, 0.13, 0.77, -0.31, -0.30, -0.31, -0.04, -0.01, -0.24, -0.01, -0.04, 0.12, 0.13, -0.03, 0.10, 0.09, 0.09, 0.12, 0.12, 0.16, -0.06, -0.08, -0.13, -0.19, -0.13, -0.09, 0.13, 0.12, 0.14, 0.13, -0.23, -0.07, 0.06, 0.08, 0.06, 0.12, 0.12, 0.14, 0.13, 0.13, 0.12, 0.10, 0.10, 0.08, 0.07]}

---

{"formula": "C19H32BNO9", "method": "ωB97M-V/def2-TZVPD", "orbital_gap_ev": 8.79, "fmax_ev_per_a": 1.1, "molar_mass_g_mol": 429.275, "smiles": "CC1=CC(=O)C=C(B(N)O)C1=O.CCOC(C)=O.CCOC(C)=O.CCOC(C)=O", "elements": ["C", "C", "C", "C", "O", "C", "C", "B", "N", "O", "C", "O", "H", "H", "H", "H", "H", "H", "H", "H", "O", "C", "O", "C", "C", "C", "H", "H", "H", "H", "H", "H", "H", "H", "O", "C", "O", "C", "C", "C", "H", "H", "H", "H", "H", "H", "H", "H", "O", "C", "O", "C", "C", "C", "H", "H", "H", "H", "H", "H", "H", "H"], "coordinates": [[-5.559, 3.341, 0.652], [-4.727, 2.919, -0.519], [-5.181, 2.486, -1.696], [-4.207, 2.079, -2.743], [-4.409, 2.247, -3.923], [-2.930, 1.510, -2.226], [-2.423, 1.951, -1.072], [-1.080, 1.379, -0.455], [-0.279, 2.134, 0.421], [-0.709, 0.083, -0.815], [-3.229, 3.001, -0.380], [-2.721, 3.910, 0.238], [-5.114, 4.218, 1.137], [-5.577, 2.533, 1.397], [-6.589, 3.556, 0.357], [-6.243, 2.418, -1.929], [-2.435, 0.737, -2.816], [-0.761, 2.926, 0.829], [0.147, 1.540, 1.131], [-1.216, -0.545, -0.273], [1.106, 0.566, 2.660], [2.036, 1.252, 3.003], [2.894, 1.664, 2.054], [3.920, 2.636, 2.301], [5.189, 2.010, 2.840], [2.284, 1.597, 4.451], [3.545, 3.427, 2.951], [4.095, 3.081, 1.324], [5.029, 1.551, 3.816], [5.963, 2.770, 2.943], [5.545, 1.241, 2.156], [2.890, 0.804, 4.890], [1.322, 1.614, 4.956], [2.790, 2.545, 4.606], [0.917, -4.124, -5.190], [1.187, -2.958, -5.097], [2.122, -2.590, -4.193], [2.645, -1.256, -4.117], [1.783, -0.347, -3.270], [0.470, -1.899, -5.904], [2.806, -0.852, -5.117], [3.627, -1.388, -3.665], [0.792, -0.210, -3.702], [2.249, 0.634, -3.170], [1.647, -0.767, -2.274], [-0.417, -1.594, -5.348], [0.151, -2.353, -6.837], [1.062, -1.014, -6.117], [-1.364, -1.105, 1.686], [-0.835, -2.186, 1.764], [-1.568, -3.216, 2.229], [-1.088, -4.568, 2.211], [-0.261, -4.902, 3.433], [0.623, -2.373, 1.429], [-0.547, -4.768, 1.286], [-1.996, -5.167, 2.187], [0.650, -4.304, 3.476], [0.022, -5.955, 3.415], [-0.837, -4.711, 4.338], [1.197, -2.159, 2.331], [0.888, -1.629, 0.682], [0.881, -3.365, 1.069]], "lowdin_charge": [-0.03, -0.18, 0.05, -0.38, 0.10, 0.07, 0.00, -0.60, 0.24, 0.09, -0.30, 0.12, 0.08, 0.10, 0.08, 0.13, 0.13, 0.07, 0.05, 0.08, 0.09, -0.51, 0.01, -0.23, -0.06, 0.02, 0.11, 0.13, 0.07, 0.08, 0.08, 0.10, 0.09, 0.07, 0.10, -0.53, -0.01, -0.24, -0.06, 0.01, 0.11, 0.12, 0.07, 0.09, 0.07, 0.09, 0.09, 0.07, 0.09, -0.50, 0.01, -0.23, -0.06, 0.02, 0.11, 0.12, 0.07, 0.08, 0.08, 0.09, 0.08, 0.08]}

---

Question: What is the formula in the first record?
Answer: C19H31N5O3